ORCA calculation (wB97M-V/def2-TZVPD) on 7 unconnected molecules or ions with the total composition C28H35F21O14 at a distorted geometry.

```
98
C28H35F21O14 (wB97M-V/def2-TZVPD)
C -3.57881 2.29349 6.49360
C -3.85433 3.35077 5.44195
O -4.06333 2.76665 4.15604
C -5.30018 2.56362 3.75416
O -6.30143 2.92531 4.29149
C -5.33161 1.84647 2.39299
F -6.24141 0.86972 2.41184
F -5.66714 2.71679 1.43186
F -4.14349 1.31076 2.07726
H -4.46073 1.68238 6.69999
H -3.33114 2.81367 7.41697
H -2.82235 1.60237 6.12252
H -3.02484 4.04963 5.35463
H -4.71991 3.95572 5.72432
C 0.08342 -3.98757 -0.15452
C -0.02397 -4.22653 1.34204
O -1.36329 -4.59092 1.68909
C -1.63006 -5.85762 1.84687
O -0.86089 -6.77095 1.80799
C -3.13344 -6.09548 2.10776
F -3.26586 -6.64867 3.32370
F -3.84694 -4.95082 2.08707
F -3.63991 -6.92813 1.20670
H 0.09050 -4.91129 -0.72773
H 0.95289 -3.37164 -0.38954
H -0.77115 -3.39276 -0.48831
H 0.31849 -3.39267 1.95168
H 0.67611 -5.02450 1.61411
C 5.50134 -4.12729 -6.55696
C 5.63930 -2.63483 -6.44409
O 5.05159 -2.16790 -5.23041
C 5.86679 -1.94145 -4.21882
O 7.05861 -2.00436 -4.24485
C 5.10137 -1.58059 -2.93223
F 3.80660 -1.40748 -3.15342
F 5.27928 -2.53284 -2.01515
F 5.60627 -0.43555 -2.44542
H 6.04029 -4.68372 -5.78692
H 5.92806 -4.45913 -7.50854
H 4.46742 -4.47121 -6.53903
H 5.08285 -2.17317 -7.25791
H 6.67770 -2.32515 -6.51554
C -1.60823 -0.49697 1.09850
C -1.01296 0.44382 0.08199
O -1.00508 -0.16051 -1.22684
C 0.05368 -0.77495 -1.68106
O 1.10626 -0.91097 -1.13322
C -0.20217 -1.40431 -3.06496
F -0.79553 -2.59175 -2.95593
F -0.99773 -0.59786 -3.79669
F 0.93430 -1.56974 -3.73129
H -1.80506 0.07943 2.00606
H -0.92177 -1.31031 1.33003
H -2.57356 -0.91138 0.80616
H 0.01300 0.67286 0.37168
H -1.51110 1.40100 -0.01228
C 6.66031 3.80559 2.14856
C 5.67798 2.76606 2.67689
O 4.73637 2.38147 1.66770
C 4.94348 1.25238 1.02073
O 5.87553 0.52167 1.12206
C 3.79291 0.97939 0.02220
F 2.60304 1.30509 0.54050
F 3.97962 1.74545 -1.07423
F 3.78232 -0.28474 -0.33577
H 7.42591 3.94814 2.91095
H 6.15353 4.75730 1.98057
H 7.11664 3.48235 1.21576
H 5.12216 3.14946 3.52754
H 6.23779 1.88162 2.98569
C 3.00815 5.92651 -0.31278
C 2.11546 4.80433 0.11212
O 0.91297 5.36027 0.68838
C -0.10168 4.53536 0.82203
O -0.15422 3.39753 0.47011
C -1.30387 5.21505 1.51798
F -1.01336 6.40408 2.04244
F -2.30638 5.36859 0.64955
F -1.72851 4.41777 2.50727
H 3.98769 5.53841 -0.59702
H 3.18164 6.66826 0.47247
H 2.62398 6.50676 -1.15373
H 2.59549 4.15689 0.84415
H 1.85209 4.16367 -0.72949
C -5.38837 0.26225 -2.74891
C -6.05604 -0.50438 -1.63144
O -5.24331 -1.62240 -1.24137
C -5.55494 -2.79136 -1.74673
O -6.41586 -3.02152 -2.53676
C -4.65414 -3.90100 -1.17709
F -5.43027 -4.82002 -0.59575
F -3.98374 -4.49236 -2.17273
F -3.76919 -3.45429 -0.28398
H -4.37018 0.54657 -2.47503
H -5.90690 1.19845 -2.96362
H -5.33592 -0.31309 -3.67263
H -7.02042 -0.86964 -1.98359
H -6.17447 0.10665 -0.74239
```

Properties
E_LUMO	0.31	eV
spin multiplicity	1
DFT total energy	-115338.40770	eV
energy above the lowest of the compared OMol25 structures with the same formula, charge and spin	8.7	kcal/mol
SMILES string	CCOC(=O)C(F)(F)F.CCOC(=O)C(F)(F)F.CCOC(=O)C(F)(F)F.CCOC(=O)C(F)(F)F.CCOC(=O)C(F)(F)F.CCOC(=O)C(F)(F)F.CCOC(=O)C(F)(F)F

ORCA calculation (wB97M-V/def2-TZVPD) on a single C3H5N3 molecule.

```
11
C3H5N3 (wB97M-V/def2-TZVPD)
C 1.14162 -0.69486 -1.22354
N 0.41858 0.23812 -0.32665
C -0.72084 -0.39952 0.38777
C -1.16896 0.35209 1.36657
N -1.34221 1.17069 2.25284
N 0.73779 1.39662 -0.17872
H 1.75280 -0.06407 -1.86557
H 1.76778 -1.35615 -0.61985
H 0.43188 -1.28545 -1.80808
H -1.13095 -1.34121 0.04880
H -1.88749 1.98374 1.96643
```

Properties
E_LUMO	0.84	eV
spin multiplicity	1
DFT total energy	-7658.25839	eV
energy above the lowest of the compared OMol25 structures with the same formula, charge and spin	96.8	kcal/mol

ORCA calculation (wB97M-V/def2-TZVPD) on a molecular structure, C10H34BO10Pt at a distorted geometry.

```
56
C10H34BO10Pt (wB97M-V/def2-TZVPD)
Pt -0.22756 -1.73962 -0.57515
B -0.16336 0.55477 -0.47236
H 0.38568 0.28876 -1.44458
H -1.18744 0.09242 -0.60829
H 0.29646 0.04954 0.43172
H -0.16613 1.67900 -0.31844
C -0.80235 -2.94497 2.46422
C 0.69068 -3.02899 2.85017
O 1.51232 -3.22447 1.70804
O -1.04110 -1.80623 1.62424
H -1.36554 -2.86678 3.39395
H -1.06781 -3.88548 1.97203
H 0.85555 -3.89146 3.49786
H 0.98572 -2.08654 3.30636
H 1.19332 -3.95100 1.16253
H -1.85292 -1.39557 1.94523
C 2.93205 -1.05888 -0.99175
C 3.35112 -0.64524 0.40863
O 4.03106 -1.66032 1.13502
O 1.92218 -2.09868 -1.06469
H 3.73879 -1.48079 -1.59638
H 2.66202 -0.14507 -1.52257
H 2.51880 -0.32496 1.04067
H 4.04351 0.18526 0.27157
H 3.39054 -2.35184 1.34002
H 2.33164 -2.91126 -0.74663
C 1.67573 3.41680 1.74390
C 2.58615 3.22521 0.52486
O 1.94696 2.76639 -0.64739
O 1.43492 2.14821 2.35916
H 0.72745 3.86897 1.44182
H 2.18471 4.10481 2.41781
H 3.38414 2.55230 0.86071
H 3.00331 4.19724 0.24771
H 1.25853 2.08903 -0.48019
H 0.79690 1.69427 1.80787
C -2.53416 -2.35147 -2.37352
C -1.72892 -1.35174 -3.18617
O -0.34158 -1.49504 -2.83984
O -2.35646 -2.24774 -0.94437
H -2.26612 -3.35765 -2.70901
H -3.60253 -2.24480 -2.57270
H -2.14663 -0.34647 -3.08328
H -1.81990 -1.59535 -4.24574
H 0.09417 -1.61019 -3.69157
H -2.85973 -2.98054 -0.56779
C -2.73595 3.40305 0.21444
C -3.03786 2.58187 -1.03035
O -1.92013 2.47421 -1.88189
O -3.90589 3.52428 0.99983
H -2.39468 4.37916 -0.14620
H -1.94454 2.99925 0.85378
H -3.87435 2.99829 -1.58968
H -3.33255 1.57315 -0.70646
H -1.29207 1.87034 -1.44748
H -3.96618 4.36257 1.46028
```

Properties
E_LUMO (alpha / beta)	-3.91 / -5.86	eV
spin multiplicity	3
expectation value of S²	2.00
DFT total energy	-35304.95347	eV
charge	+1

ORCA calculation (wB97M-V/def2-TZVPD) on a molecular structure, C21H28N3O2V at a distorted geometry.

```
55
C21H28N3O2V (wB97M-V/def2-TZVPD)
O -0.43574 1.46946 -2.38060
C 0.73516 2.33902 -2.44305
C -0.13145 3.57020 -2.72104
H 1.39295 2.03562 -3.26264
H 1.19686 2.31210 -1.45045
C -1.35948 2.58999 -2.42012
H 0.07637 3.90069 -3.75023
H 0.07275 4.36658 -1.97836
C -2.42955 2.24806 -3.43184
H -1.97927 1.87557 -4.36424
H -3.08276 3.10485 -3.64402
H -3.04093 1.45639 -2.99044
C -1.93734 2.92867 -1.05337
H -1.26936 2.60453 -0.24393
H -2.90411 2.42840 -0.94120
H -2.08306 4.02433 -0.96990
V 0.53859 -0.72235 2.20629
C 0.94664 1.08843 3.29137
C 2.19773 0.41779 3.32923
C 2.69535 0.36374 1.99831
H 2.67971 0.05590 4.24278
C 1.75231 0.98612 1.12920
C 0.71388 1.53458 1.93548
H -0.09407 2.18018 1.60280
H 0.35375 1.29118 4.17083
H 3.63638 -0.07286 1.67296
H 1.83036 1.11287 0.04761
C -1.41866 -1.53749 3.44853
C -1.30841 -0.14099 3.17415
C -1.49979 0.02068 1.75093
H -1.27422 0.67579 3.89250
C -1.59464 -1.25696 1.14494
C -1.68466 -2.18568 2.20730
H -2.00913 -3.19903 2.05096
H -1.52760 -1.95823 4.43948
H -1.73955 0.94536 1.24692
H -1.86826 -1.44927 0.10422
O 0.64518 -1.23809 -1.66735
C -0.34459 -1.28202 -2.77144
C 0.21356 -1.94404 -4.04413
H -0.75898 -0.29403 -3.03415
H -1.11230 -1.95443 -2.32637
C 1.39255 -2.75677 -3.46288
H 0.53163 -1.21270 -4.81007
H -0.55458 -2.56877 -4.53208
C 1.35467 -2.45716 -1.94838
H 2.31333 -2.51472 -4.00049
H 1.15840 -3.83086 -3.57194
H 2.30992 -2.52486 -1.45010
H 0.66854 -3.19985 -1.50171
N 1.28337 -2.05332 3.47444
C 1.73712 -2.43099 4.51066
N 2.26999 -2.88425 5.58225
C 1.65062 -3.05760 6.73360
N 1.09478 -3.19975 7.77878
```

Properties
E_LUMO (alpha / beta)	2.37 / 2.37	eV
spin multiplicity	4
expectation value of S²	3.77
DFT total energy	-56480.65892	eV
energy above the lowest of the compared OMol25 structures with the same formula, charge and spin	15.2	kcal/mol
charge	-1

ORCA calculation (wB97M-V/def2-TZVPD) on a molecular structure, C5H8O3Ru at a distorted geometry.

```
17
C5H8O3Ru (wB97M-V/def2-TZVPD)
O -1.49001 2.54168 0.10748
C 0.74927 -1.25899 1.13563
C -0.66248 1.76510 0.88071
O 1.48103 -2.03699 1.59054
O -0.24574 -0.61282 1.49580
C -1.13703 0.32938 0.72137
Ru -1.52607 3.42870 -1.39683
H -0.72061 2.04010 1.94868
H 0.40260 1.83931 0.58902
H -1.13694 -0.02742 -0.31353
H -2.11713 0.15603 1.17225
C 0.70231 -1.85129 -1.59626
C 1.40944 -0.87881 -0.94765
H -0.25623 -1.63887 -2.07771
H 0.97509 -2.90536 -1.49964
H 1.10535 0.16432 -1.07304
H 2.46716 -1.05408 -0.73682
```

Properties
E_LUMO (alpha / beta)	-15.45 / -18.35	eV
spin multiplicity	6
expectation value of S²	8.78
DFT total energy	-13995.82631	eV
energy above the lowest of the compared OMol25 structures with the same formula, charge and spin	41.8	kcal/mol
charge	+3

ORCA calculation (wB97M-V/def2-TZVPD) on a molecular structure, C17H40ClN3O3S2Si at a distorted geometry.

```
67
C17H40ClN3O3S2Si (wB97M-V/def2-TZVPD)
O 1.97296 -0.69490 2.82487
S 3.28569 -0.52336 2.27971
O 3.57882 -1.34686 1.14481
Cl 4.62582 -0.94962 3.77439
C 3.59953 1.17235 1.82438
C 3.01621 2.22913 2.77414
C 1.47953 2.26506 2.90974
C 0.68377 2.18144 1.57396
Si -0.90277 1.22337 1.89243
O -1.79724 1.16571 0.48069
N -1.83525 1.96619 3.21062
C -1.67039 1.40050 4.26598
S -1.25360 0.78791 5.66090
H 4.68837 1.28600 1.84546
H 3.30601 1.35362 0.79078
H 3.41587 2.03014 3.77600
H 3.42655 3.20043 2.48797
H 1.23315 3.22676 3.36665
H 1.17473 1.48760 3.61144
H 0.38315 3.19269 1.28177
H 1.23549 1.72986 0.74833
H -0.63511 -0.17274 2.27648
H -1.34427 0.58056 -0.13603
C -8.59198 -1.54862 1.48219
C -7.18446 -1.14184 1.89168
N -6.19300 -2.17717 1.66628
C -4.91090 -1.88746 2.28750
C -4.11866 -0.67707 1.77907
C -6.13102 -2.70698 0.31527
C -5.84218 -1.72805 -0.83099
H -8.89942 -2.46170 1.99409
H -9.29455 -0.75817 1.74984
H -8.67855 -1.70782 0.40664
H -7.19838 -0.91567 2.96130
H -6.92888 -0.20050 1.37988
H -4.27983 -2.77804 2.21805
H -5.08985 -1.75091 3.35909
H -3.64196 -0.87546 0.82187
H -3.32250 -0.44168 2.48781
H -4.73824 0.21443 1.68022
H -7.08070 -3.20506 0.10340
H -5.39266 -3.51263 0.29253
H -6.40151 -0.79683 -0.73179
H -6.12930 -2.18135 -1.78229
H -4.78316 -1.48454 -0.90262
C 5.75227 1.50746 -5.48698
C 5.77316 0.99607 -4.05459
N 4.47356 1.02766 -3.40910
C 4.53956 0.78471 -1.97886
C 5.01275 -0.58877 -1.48937
C 3.40199 0.34359 -4.11312
C 3.57591 -1.15080 -4.41403
H 5.34910 2.52005 -5.53491
H 6.76833 1.52918 -5.88312
H 5.16243 0.86763 -6.14429
H 6.45075 1.63405 -3.48039
H 6.21743 -0.01148 -4.04815
H 3.55359 0.99192 -1.54732
H 5.20358 1.54477 -1.55022
H 4.24440 -1.34966 -1.60725
H 5.24244 -0.53813 -0.42683
H 5.91633 -0.92096 -2.00247
H 3.23475 0.86287 -5.06010
H 2.47229 0.49074 -3.55679
H 4.57935 -1.38759 -4.77011
H 2.87350 -1.45241 -5.19380
H 3.36719 -1.76962 -3.54271
```

Properties
E_LUMO	-0.03	eV
spin multiplicity	1
DFT total energy	-70962.08264	eV

What did the second record say?
ORCA calculation (wB97M-V/def2-TZVPD) on a single C3H5N3 molecule.

```
11
C3H5N3 (wB97M-V/def2-TZVPD)
C 1.14162 -0.69486 -1.22354
N 0.41858 0.23812 -0.32665
C -0.72084 -0.39952 0.38777
C -1.16896 0.35209 1.36657
N -1.34221 1.17069 2.25284
N 0.73779 1.39662 -0.17872
H 1.75280 -0.06407 -1.86557
H 1.76778 -1.35615 -0.61985
H 0.43188 -1.28545 -1.80808
H -1.13095 -1.34121 0.04880
H -1.88749 1.98374 1.96643
```

Properties
E_LUMO	0.84	eV
spin multiplicity	1
DFT total energy	-7658.25839	eV
energy above the lowest of the compared OMol25 structures with the same formula, charge and spin	96.8	kcal/mol

Question: Which value of spin multiplicity does entry 6 give?
Answer: 1